{"formula": "C17H42BBrN4O7PS2", "method": "ωB97M-V/def2-TZVPD", "elements": ["H", "H", "N", "H", "H", "B", "O", "C", "H", "H", "H", "H", "H", "H", "C", "C", "C", "H", "H", "H", "O", "H", "H", "C", "N", "H", "H", "S", "O", "C", "H", "H", "O", "H", "H", "H", "O", "C", "H", "H", "H", "H", "H", "C", "C", "H", "Br", "C", "H", "H", "C", "H", "H", "H", "N", "H", "P", "H", "H", "H", "N", "H", "H", "H", "C", "C", "S", "C", "C", "O", "C", "H", "H", "C", "O"], "xyz": [[-5.0906, 0.7331, 2.8948], [-4.1076, 2.2553, 0.6374], [1.0484, -3.9522, -0.8403], [4.5961, -0.2361, -1.0678], [0.3927, -1.8988, 4.3818], [-1.6439, 0.2213, -3.3180], [-3.8707, -2.7073, -1.2662], [-0.0828, -0.9764, 4.7148], [6.4474, 5.7539, 1.5200], [6.9485, 2.8788, 0.5854], [-3.7083, -0.6545, 0.3585], [3.0277, 1.9605, -2.4795], [0.6439, 1.0348, 1.1644], [-1.9900, -1.8855, 5.1368], [-1.2419, -1.2743, 5.6434], [-2.9115, 0.6854, -1.1077], [-0.3240, 1.0730, -3.3632], [-1.7262, -0.3498, 5.9656], [2.8349, 0.2085, -2.6465], [0.8449, -1.7543, -1.7463], [-0.5088, -0.3025, 3.5251], [4.6150, 1.4041, -0.4623], [0.9191, -4.9451, -0.6721], [6.3684, 3.8008, 0.6013], [-1.4396, -3.9709, -0.7568], [5.2473, 1.0346, -2.0882], [0.2541, 0.6906, -4.2110], [-1.5917, 1.3422, 0.0229], [2.0607, 1.1069, -0.9443], [-4.0562, 0.2203, -0.1944], [-0.5518, 2.1174, -3.5934], [-2.5484, 0.7733, -4.9679], [-2.3725, -0.0122, -4.4370], [-3.6063, -0.0592, 2.3297], [7.1125, 4.4562, 2.5131], [-1.4804, -4.6953, -0.0450], [-4.5263, -1.0505, -2.9665], [3.0756, 1.0150, -1.9409], [6.2991, 4.1743, -0.4261], [-1.4564, -4.4299, -1.6630], [2.1622, -0.9382, -0.6141], [-0.9224, 0.5288, 3.7895], [0.6750, -0.3751, 5.2247], [4.4663, 0.8090, -1.3652], [-2.1504, -0.4545, -1.8844], [-3.2412, -2.8682, -0.5473], [-3.1440, 2.1818, 3.2528], [-0.5610, 0.0259, -0.2019], [2.7944, 0.0461, 0.6848], [-5.3026, -1.6313, -2.9342], [2.0071, 0.0021, -0.0757], [-4.7200, 2.0402, -1.8706], [0.7782, -2.7730, 1.1823], [-5.6027, 1.3809, 0.7684], [-0.1597, -2.9661, 0.8682], [1.2777, -3.8706, -1.8262], [-3.2478, -1.8551, -2.4593], [0.6358, -0.6681, 1.4496], [-0.6445, -2.3342, -2.4643], [4.5312, 4.2397, 1.0785], [-0.9394, -0.8363, -1.1103], [-0.8296, -2.2908, 1.2087], [8.0311, 5.0744, 1.1298], [-0.9012, -1.8067, 6.5314], [-0.2037, -3.2372, -0.5454], [-4.5214, 1.2694, 0.8494], [-3.4136, 2.0855, -2.1559], [0.6753, 0.0705, 0.6556], [7.0320, 4.8314, 1.4928], [-2.5554, -2.6662, -3.4609], [-4.1974, 0.8508, 2.2915], [0.3105, 1.0297, -2.4795], [-4.9036, -0.0978, -0.7963], [-0.1832, -2.0224, -1.5252], [5.0673, 3.4404, 1.0682]], "forces_ev_per_angstrom": [[-0.003, -0.092, -0.016], [0.033, 0.001, -0.009], [-0.403, -0.002, -0.309], [0.085, 0.026, -0.061], [0.006, -0.006, -0.019], [0.424, 0.176, -0.167], [-0.376, 0.987, 0.145], [-0.050, 0.042, 0.071], [0.026, 0.016, -0.034], [-0.035, -0.030, -0.005], [0.016, -0.097, -0.151], [-0.095, -0.016, -0.010], [0.027, -0.002, 0.051], [0.019, -0.029, 0.011], [-0.053, 0.015, -0.076], [0.385, -0.292, 0.658], [-0.179, -0.212, 0.007], [0.029, 0.001, 0.032], [-0.077, -0.001, 0.017], [0.004, 0.215, 0.171], [-0.014, -0.039, -0.075], [0.000, 0.259, -0.168], [0.094, 0.040, 0.212], [-0.052, 0.127, -0.003], [0.035, -0.152, 0.281], [-0.070, 0.091, -0.074], [0.022, 0.066, -0.021], [-0.223, 0.187, -0.202], [-0.109, -0.140, -0.059], [-0.061, 0.203, 0.305], [0.068, 0.045, 0.037], [0.393, -0.198, -0.314], [-0.549, 0.242, 0.550], [-0.009, -0.019, 0.075], [0.024, -0.011, -0.009], [-0.059, 0.036, 0.000], [0.012, -0.257, 0.237], [0.360, 0.268, -0.079], [0.066, -0.038, -0.018], [-0.171, 0.245, -0.128], [-0.070, -0.026, -0.007], [-0.074, -0.021, -0.065], [0.022, -0.031, 0.005], [-0.093, -0.508, 0.421], [-0.613, 0.233, -0.868], [0.361, -0.679, -0.225], [0.038, 0.051, 0.047], [0.071, -0.057, 0.014], [-0.001, 0.070, -0.015], [-0.063, 0.168, -0.105], [0.110, 0.011, 0.079], [-0.049, -0.134, -0.095], [0.002, 0.033, -0.016], [0.008, 0.050, -0.020], [-0.034, -0.008, 0.002], [0.026, -0.036, 0.022], [0.026, -0.353, -0.159], [-0.188, -0.010, -0.021], [0.121, -0.113, 0.014], [-0.016, -0.022, 0.036], [-0.336, -0.290, 0.536], [-0.029, -0.041, 0.040], [-0.002, 0.006, -0.011], [0.006, 0.008, 0.005], [0.575, -0.051, -0.010], [-0.032, -0.228, -0.015], [0.015, 0.215, -0.018], [0.317, 0.039, -0.241], [-0.052, -0.035, 0.067], [0.291, -0.073, 0.168], [0.054, 0.201, -0.019], [-0.037, 0.196, -0.010], [0.097, -0.043, -0.119], [-0.010, -0.122, -0.233], [0.024, -0.053, -0.039]], "e_homo_ev": -12.15, "lumo_energy_ev": -3.07, "spin_multiplicity": 1, "charge": 1}

***

{"formula": "C17H42F4Hg2N4O19S4", "method": "ωB97M-V/def2-TZVPD", "elements": ["H", "H", "H", "C", "O", "H", "O", "O", "H", "H", "C", "O", "O", "H", "H", "F", "C", "O", "C", "H", "F", "N", "C", "S", "C", "N", "H", "O", "H", "C", "Hg", "H", "H", "H", "H", "C", "H", "F", "O", "H", "H", "H", "H", "N", "H", "S", "H", "N", "O", "C", "H", "H", "H", "F", "H", "C", "H", "C", "H", "H", "H", "H", "C", "S", "H", "H", "Hg", "H", "O", "O", "O", "H", "O", "H", "C", "H", "H", "O", "C", "O", "O", "O", "S", "H", "H", "H", "O", "C", "H", "O", "C", "C"], "xyz": [[5.7526, 4.0845, 2.7101], [4.6017, 2.6973, 2.7097], [4.0330, -4.8981, -2.6974], [-1.3438, 2.3456, 7.5572], [0.2142, -1.5347, -0.0102], [0.6118, 7.2259, 5.2755], [3.7312, -7.4465, -1.4296], [-2.1773, 3.3676, -8.4240], [3.2739, -8.9878, -2.5173], [4.1515, 4.3415, -1.4759], [4.7755, 3.7241, 2.3882], [-6.8719, 0.6257, 5.2139], [-3.3842, 0.8578, -7.3698], [3.1529, 4.4515, 2.1789], [-1.3669, 0.9711, -7.5822], [0.9531, -0.2437, 1.9063], [4.7497, -7.1026, -2.3901], [-5.7651, 3.6776, -0.9851], [4.0353, -5.8961, -3.1357], [-6.9864, 1.3871, 5.7872], [-1.4030, -4.0764, 2.7297], [-4.4875, 2.8514, 1.1765], [2.1849, -5.0775, -4.4874], [0.8139, -1.7140, 1.3008], [1.0355, -5.4890, -5.4367], [2.7789, -6.2779, -3.8481], [2.7446, -9.0436, -0.7629], [3.4789, 3.8648, 0.2686], [1.4852, 8.6000, 4.4713], [-2.0939, 2.9348, -7.0602], [-3.0613, 0.3018, 4.0909], [-0.5824, -5.2848, -3.3849], [-1.6682, -6.0909, -4.4180], [5.1929, 2.7798, 0.4684], [3.8528, 2.5209, -1.3313], [1.1760, 7.5570, 4.4036], [1.3571, -5.9144, -6.3873], [-4.2817, 4.7506, 2.9133], [0.1451, -6.5813, -4.9955], [3.5000, 7.9471, 3.0727], [5.2416, -7.7956, -3.0727], [1.9729, -4.3800, -3.6770], [4.9970, 6.1299, 3.8853], [3.7828, 4.6386, 2.9460], [0.5820, -4.5151, -5.6214], [-4.9818, 4.5574, 1.4569], [2.2172, -6.5494, -3.0539], [-0.3457, -2.2228, 2.5003], [0.8536, -4.2261, 3.1728], [-7.7803, -1.0842, 3.8006], [-7.8191, -0.4308, 2.9290], [5.5597, 4.3276, 0.4082], [2.5120, 3.5740, -1.5574], [-4.8350, 1.4504, -0.7602], [-1.3931, 3.4609, -6.4121], [3.5104, 3.5343, -1.1217], [5.0623, 6.2415, 2.3088], [4.7955, 3.7084, 0.8780], [-2.9562, 3.2669, -6.4822], [-7.8171, -0.9778, 5.9105], [5.5522, -6.5724, -1.8773], [-8.6686, -1.6673, 3.5573], [3.5542, -8.8669, -1.4709], [-4.6180, 3.0168, -0.3584], [2.4688, 6.8770, 2.1852], [-1.7162, 4.1906, -8.6017], [3.9179, -5.6378, 6.4906], [0.4832, 7.4293, 3.5718], [-4.2077, 5.5344, 0.6912], [-1.8190, 1.2510, 7.5515], [-6.5715, -1.7067, 3.9402], [-3.3932, 1.0270, -8.3147], [-3.3202, 3.2571, -0.8942], [-6.5266, -2.2845, 3.1748], [4.3100, 5.9789, 3.0526], [-0.7632, -7.0958, -3.2950], [2.9038, -4.5869, -5.1436], [-6.4013, 4.8046, 1.7387], [-0.6982, -6.2174, -3.9371], [2.3196, 6.7059, 4.2426], [-0.7124, 2.6970, 8.5331], [-0.0586, -4.2175, 0.8786], [-0.0411, -3.6513, 2.2036], [-8.9248, 0.1812, 5.1403], [4.6830, -5.4345, -3.8811], [-1.8949, 1.0506, -5.9106], [-0.9748, 2.6690, 6.4090], [3.0768, 6.9427, 3.0874], [4.4579, -9.4129, -1.1999], [2.2012, -2.2559, 1.3379], [-2.1551, 1.3435, -6.9278], [-7.9305, -0.2632, 5.0953]], "forces_ev_per_angstrom": [[0.237, -0.571, 0.162], [-0.025, 0.065, 0.361], [-1.056, -0.263, 2.036], [4.827, 0.239, -1.067], [0.460, -0.269, 2.260], [0.444, 0.120, 0.192], [1.781, -1.207, -0.381], [0.062, -0.740, 0.401], [-0.241, -1.245, 0.105], [0.098, -0.468, -1.230], [0.841, -0.076, 0.644], [1.389, 0.999, -0.710], [-0.359, -0.220, 0.303], [-1.711, 1.469, 0.354], [0.292, -0.239, 0.016], [-0.070, -0.726, -0.267], [-1.582, 4.561, 0.336], [1.803, -0.982, 1.853], [1.183, -0.517, -2.523], [-0.619, -0.284, 0.044], [-2.527, -1.611, 0.964], [-2.032, 3.475, 2.058], [0.095, -2.144, -0.024], [2.795, 3.417, -2.018], [-0.390, -0.867, 0.583], [1.611, 1.210, 1.068], [0.031, -0.489, -0.243], [0.539, -0.576, 1.250], [-0.088, 0.105, 0.148], [-1.191, -0.602, 1.186], [-0.084, -0.037, -0.231], [1.002, -0.047, 0.011], [-0.538, -0.027, 0.314], [-0.154, -0.801, 0.635], [0.533, 0.019, 0.210], [0.394, -0.675, -0.496], [0.616, 0.360, 0.162], [-0.637, -1.052, -1.023], [2.144, 2.461, -0.126], [-0.092, 0.488, 0.201], [-0.943, -0.691, 0.167], [-0.734, 0.362, -0.180], [-0.731, -0.420, 1.013], [1.445, -1.467, -0.937], [-1.061, -0.211, -0.292], [-0.003, 3.346, 2.896], [-0.839, -0.406, -0.217], [2.916, 5.566, -2.613], [0.506, 0.490, -0.612], [-1.423, 2.700, 0.495], [0.555, 0.684, -0.105], [-0.359, 1.347, 0.171], [-0.035, 0.437, 0.336], [-0.112, 1.251, 0.743], [1.299, -0.437, -0.672], [0.072, 0.868, 0.637], [-0.506, 0.134, -1.243], [-0.303, -0.818, -2.352], [-0.943, -0.023, -0.516], [-0.431, -0.270, 0.163], [0.313, -0.372, 0.382], [0.003, -0.947, 0.880], [-0.704, 1.219, -0.080], [-0.761, -3.001, -6.018], [-0.082, -0.413, -0.211], [0.076, -0.063, 0.401], [-0.011, 0.005, -0.014], [0.046, 0.130, -0.357], [-1.536, -2.262, 0.764], [-3.694, -3.784, 0.016], [0.974, -1.598, -0.725], [-0.251, -0.003, -0.138], [0.376, 0.493, -0.223], [0.655, -0.345, 0.006], [-1.772, 0.819, -0.019], [-0.017, 0.295, 0.413], [0.311, -0.079, 0.076], [2.976, -1.430, -0.876], [-1.754, -0.721, -0.442], [-0.362, 0.042, 0.406], [-0.195, 2.071, 2.072], [0.743, 1.203, 0.514], [-1.025, -8.917, 1.279], [0.011, 0.292, 0.005], [0.744, -1.101, -1.096], [-0.559, -0.023, 0.036], [-0.953, 1.467, -1.050], [1.516, 0.202, 0.128], [0.014, -0.062, -0.005], [-3.910, 1.015, 0.580], [1.568, 2.346, -1.011], [-0.890, -1.172, -0.093]], "e_homo_ev": -9.00, "lumo_energy_ev": -7.62, "spin_multiplicity": 1}

***

{"formula": "C17H42N3O6PS", "method": "ωB97M-V/def2-TZVPD", "elements": ["H", "C", "C", "H", "H", "H", "H", "H", "H", "P", "H", "H", "C", "H", "H", "N", "H", "H", "H", "N", "H", "H", "H", "H", "H", "C", "H", "H", "O", "S", "C", "C", "H", "O", "O", "C", "O", "H", "H", "H", "C", "O", "H", "H", "C", "C", "C", "H", "C", "C", "H", "C", "H", "H", "H", "H", "H", "H", "H", "O", "H", "H", "H", "C", "H", "C", "N", "H", "H", "C"], "xyz": [[6.5668, -0.9543, -0.3542], [-1.8273, -3.3115, 2.0600], [-0.8058, -2.7027, 4.1397], [-1.9257, 1.8249, -3.5253], [3.6292, 1.5332, -3.1866], [-1.4826, -1.6184, 5.8894], [-5.3708, 3.5641, -2.5840], [-3.2809, 3.3764, -0.8051], [-4.9368, 0.2173, 3.7815], [-0.1657, 3.3765, 0.3290], [-2.9104, -3.2860, 2.1936], [-1.9703, -0.3762, 3.2675], [-3.7330, 2.4703, -1.4230], [3.2023, 1.6736, -1.4760], [0.4795, 4.6470, 0.6581], [-3.1001, -1.6308, 4.5505], [5.2273, -2.8553, -3.7127], [3.7236, -2.8926, -2.8030], [-1.4588, -2.3371, 1.7277], [-1.5665, 1.4768, -2.6103], [-6.2809, -0.6858, 2.1403], [5.3897, 3.0118, -3.3598], [4.1397, -0.5852, -1.0260], [-0.3806, -1.8584, 3.5872], [2.7498, -0.6195, -2.1326], [4.7243, -2.4454, -2.8290], [-1.6147, -4.0441, 1.2761], [5.4616, -3.9885, -1.5451], [6.9065, -2.5773, -1.6435], [-1.6513, 3.1549, 1.5910], [-2.6534, 1.2487, -1.5862], [5.5148, -2.8933, -1.5836], [6.8877, 2.5903, -2.5054], [-4.2103, -0.5889, 1.9729], [5.2148, 1.6472, -1.8004], [-0.4056, 2.2851, -2.0770], [-0.6901, 3.5214, -1.3322], [-3.6115, 4.0013, -3.1172], [-3.4849, -2.2443, 3.8358], [-2.5801, 0.3956, 4.7474], [-4.0321, 0.1934, 3.1604], [0.8584, 1.8624, -2.3333], [-6.0212, 2.2689, -0.7740], [8.2537, -1.3241, -0.7532], [-1.9126, -2.2747, 5.1237], [-4.3150, 3.0815, -2.8278], [-2.8207, -0.3198, 3.9535], [-4.9710, 0.6727, -0.5669], [3.9036, 1.2066, -2.1753], [-5.4168, -1.3400, 1.9840], [0.0170, -3.1120, 4.7389], [-4.9665, 1.8620, -0.4712], [5.5328, -0.5958, -3.0671], [5.0677, -2.5404, -0.6485], [-2.1841, 1.0702, -0.5045], [-3.8282, 1.2187, 2.8347], [0.7928, 2.3196, 0.5536], [-5.3845, -2.1122, 2.7568], [-3.2418, 0.2466, -1.8306], [-1.1990, -3.7540, 3.2563], [-5.5238, -1.8286, 1.0122], [6.1724, 1.4204, -3.6293], [-4.6552, 2.1051, 0.6378], [3.7983, -0.3191, -2.0307], [-2.2665, -3.1725, 5.6439], [7.2365, -1.2840, -1.1531], [4.5994, -1.0007, -3.0539], [7.2394, -0.5627, -1.9725], [-4.3977, 2.2986, -3.7033], [5.9451, 2.1931, -2.8905]], "forces_ev_per_angstrom": [[-0.070, 0.008, -0.116], [0.032, -0.474, 0.075], [-0.004, -0.361, 0.513], [0.583, -0.210, 1.090], [0.169, -0.114, 0.122], [-0.010, 0.030, -0.134], [2.174, -1.157, -0.723], [-0.750, -2.057, -1.448], [0.116, -0.214, -0.098], [-1.329, 0.917, 0.863], [-0.066, 0.218, -0.161], [0.074, 0.275, -0.118], [-1.107, -0.143, 0.620], [0.040, -0.067, -0.142], [-0.172, -1.155, -0.982], [0.218, 0.207, -0.070], [-0.024, -0.067, 0.169], [0.046, 0.095, 0.090], [-0.074, 0.031, 0.104], [1.163, 1.765, 1.857], [-0.012, -0.090, 0.058], [0.042, -0.071, -0.086], [-0.132, 0.107, 0.227], [-0.174, 0.018, -0.144], [0.085, 0.022, -0.031], [0.401, 0.244, -0.039], [0.052, 0.041, 0.125], [0.055, 0.117, -0.030], [-0.521, 0.188, 0.331], [0.740, -0.020, -0.789], [-1.069, 0.337, 1.167], [0.020, -0.430, -0.457], [-0.138, -0.077, 0.052], [-0.385, -0.075, 0.359], [0.005, 0.093, -0.528], [4.789, -2.627, -2.691], [1.871, -3.475, 0.787], [-1.500, -2.145, 0.232], [0.088, 0.173, 0.177], [-0.007, -0.075, -0.034], [0.698, 0.042, -0.053], [-8.214, 3.319, 2.142], [2.112, -0.627, 0.749], [-0.105, -0.090, -0.030], [-0.223, -0.250, -0.317], [0.344, 0.843, 0.696], [-0.663, -0.312, -0.166], [-0.146, 2.573, 0.222], [-0.110, -0.456, 0.569], [0.261, 0.103, -0.209], [-0.113, -0.005, -0.074], [1.115, -0.607, -0.126], [-0.248, -0.086, 0.004], [0.080, 0.209, -0.024], [-0.796, 0.361, -2.428], [0.016, -0.031, 0.047], [-0.340, 0.792, -1.008], [-0.187, -0.006, 0.085], [1.352, 2.166, 0.188], [0.133, 0.639, -0.036], [0.101, 0.098, 0.077], [-0.026, 0.086, -0.195], [-1.016, -0.481, -2.129], [0.357, 0.439, -0.487], [0.165, 0.055, -0.062], [0.349, -0.257, -0.188], [-0.142, -0.059, 0.288], [-0.091, 0.225, 0.137], [0.111, 1.587, 1.753], [0.008, -0.053, 0.377]], "e_homo_ev": -8.50, "lumo_energy_ev": -0.22, "spin_multiplicity": 1, "smiles": "CC(C)CNC(=O)O[PH2]=S.COCCNCCOC.COCCNCCOC"}